C18H23N3O3 | ωB97M-V/def2-TZVPD

Atoms and positions in Å:
C  3.1502  4.8208  1.7872
C  1.8051  4.1254  1.7043
H  1.1983  4.3180  2.5960
H  1.2355  4.4543  0.8280
O  2.0320  2.7166  1.6002
C  0.9484  1.9474  1.5184
O  -0.1795  2.3678  1.5395
C  1.3386  0.4927  1.3596
C  0.2801  -0.3814  1.9952
O  0.4061  -0.9689  3.0435
N  -0.8658  -0.4243  1.2634
C  -0.9498  0.0562  -0.0551
N  0.0844  0.3101  -0.7586
C  1.3761  0.1627  -0.1631
C  1.9717  -1.2215  -0.3421
C  3.3414  -1.3918  -0.1787
C  3.9130  -2.6447  -0.2956
C  3.1220  -3.7453  -0.5806
C  1.7596  -3.5820  -0.7535
C  1.1879  -2.3271  -0.6337
H  0.1251  -2.2045  -0.7816
H  1.1367  -4.4350  -0.9807
H  3.5673  -4.7250  -0.6702
H  4.9787  -2.7637  -0.1647
H  3.9624  -0.5343  0.0397
H  2.0369  0.8879  -0.6565
N  -2.1867  0.2338  -0.5707
C  -2.3447  0.3491  -2.0039
H  -1.3663  0.5703  -2.4274
C  -2.9122  -0.9568  -2.5656
C  -4.2254  -1.3080  -1.8670
C  -4.0252  -1.3538  -0.3526
H  -4.9757  -1.5338  0.1517
C  -3.4294  -0.0218  0.1146
H  -3.2954  0.0086  1.1958
H  -4.1198  0.7886  -0.1490
H  -3.3442  -2.1697  -0.0984
H  -4.5955  -2.2702  -2.2256
H  -4.9755  -0.5505  -2.1062
H  -3.0713  -0.8558  -3.6395
H  -2.1851  -1.7555  -2.4053
H  -3.0295  1.1769  -2.2149
H  -1.6293  -0.9555  1.6579
H  2.3109  0.3211  1.8227
H  3.6996  4.4693  2.6562
H  3.7363  4.6100  0.8969
H  3.0016  5.8934  1.8699

Atoms 1-3, force components in eV/Å:
C -0.280 -0.380 -0.035
C -0.185 0.502 0.017
H 0.051 -0.034 -0.163

The LUMO energy comes out at 0.811 eV. The structure (SMILES) is CCOC(=O)[C@H]1C(=O)NC(N2CCCCC2)=N[C@@H]1c1ccccc1. As for the HOMO energy: -0.3083 Eh. The calculation puts the relative energy (zero: lowest compared OMol25 entry of this formula, charge and spin) at 36.3 kcal/mol. For the HOMO-LUMO gap, the calculation gives 9.201 eV.

Partial charges, Löwdin, in e:
1 C -0.064
2 C -0.218
3 H 0.129
4 H 0.130
5 O 0.011
6 C -0.451
7 O 0.140
8 C -0.064
9 C -0.425
10 O 0.110
11 N 0.209
12 C -0.366
13 N 0.131
14 C -0.242
15 C -0.171
16 C -0.039
17 C -0.082
18 C -0.093
19 C -0.077
20 C -0.026
21 H 0.101
22 H 0.102
23 H 0.100
24 H 0.102
25 H 0.117
26 H 0.155
27 N -0.053
28 C -0.149
29 H 0.111
30 C -0.171
31 C -0.206
32 C -0.176
33 H 0.110
34 C -0.155
35 H 0.118
36 H 0.130
37 H 0.113
38 H 0.108
39 H 0.112
40 H 0.111
41 H 0.111
42 H 0.128
43 H 0.150
44 H 0.160
45 H 0.078
46 H 0.077
47 H 0.077